No. 1
This record from OMol25 describes a 2-piece molecular cluster, C5H16N2O overall. The level of theory is ωB97M-V/def2-TZVPD.

Each atom is followed by the atoms it is bonded to, with distances in Å.
Positions of all 24 atoms, in Å:
1 C 1.040 2.005 1.027  C2 1.523, H8 1.083, H9 1.126, H10 1.150
2 C 0.781 0.724 0.245  C1 1.523, C3 1.645, N5 1.489, H11 1.140
3 C 1.291 -0.550 1.151  C2 1.645, C4 1.469, H12 1.127, H13 1.067
4 C 1.821 -1.701 0.408  C3 1.469, H14 1.120, H15 1.130, H16 1.177
5 N -0.655 0.453 -0.041  C2 1.489, C6 1.475, H17 1.050
6 C -1.371 1.536 -0.740  N5 1.475, N7 1.471, H18 1.092, H19 1.106
7 N -2.552 1.110 -1.506  C6 1.471, H20 0.966, H21 0.983
8 H 0.354 2.181 1.847  C1 1.083
9 H 2.042 2.112 1.529  C1 1.126
10 H 0.910 2.875 0.286  C1 1.150
11 H 1.183 0.751 -0.821  C2 1.140
12 H 0.419 -0.827 1.810  C3 1.127
13 H 2.088 -0.219 1.778  C3 1.067
14 H 1.709 -2.730 0.836  C4 1.120
15 H 1.204 -1.922 -0.513  C4 1.130
16 H 2.971 -1.511 0.244  C4 1.177
17 H -1.152 0.134 0.827  N5 1.050
18 H -1.595 2.401 -0.113  C6 1.092
19 H -0.650 1.980 -1.451  C6 1.106
20 H -3.289 0.796 -0.966  N7 0.966
21 H -2.261 0.332 -2.032  N7 0.983
22 H -1.735 -2.791 -0.809  O24 0.896
23 H -1.182 -3.567 -1.943  O24 0.909
24 O -1.372 -3.573 -1.054  H22 0.896, H23 0.909

Values from the calculation:
DFT total energy: -10469.669 eV
expectation value of S²: 0.75
spin multiplicity: 2
net charge: -1
E_HOMO (alpha / beta): 1.2 / -5.4 eV
LUMO (alpha / beta): 0.136 / 0.130 hartree
energy relative to the best compared isomer or geometry (same formula, charge and spin): 111.1 kJ/mol


No. 2
This record from OMol25 describes a 2-piece molecular cluster, C30H31BClFO2S overall. The level of theory is ωB97M-V/def2-TZVPD.

Each atom is followed by the atoms it is bonded to, with distances in Å.
Positions of all 67 atoms, in Å:
1 C -3.847 -3.194 4.345  C2 1.515, H24 1.098, H25 1.096, H26 1.098
2 C -3.496 -2.049 3.417  C1 1.515, C3 1.526, O4 1.454, C21 1.595
3 C -4.234 -0.803 3.897  C2 1.526, H27 1.098, H28 1.098, H29 1.097
4 O -2.072 -1.815 3.588  C2 1.454, B5 1.364
5 B -1.594 -1.524 2.344  O4 1.364, C6 1.785, O20 1.357
6 C -0.112 -0.546 2.160  B5 1.785, C7 1.495, C13 1.502, H30 1.126
7 C 0.062 0.420 3.288  C6 1.495, C8 1.399, C12 1.400
8 C -1.031 1.077 3.861  C7 1.399, C9 1.394, H31 1.093
9 C -0.865 1.843 5.014  C8 1.394, C10 1.397, H32 1.092
10 C 0.377 1.887 5.650  C9 1.397, C11 1.397, H33 1.089
11 C 1.461 1.188 5.113  C10 1.397, C12 1.390, H34 1.092
12 C 1.305 0.472 3.931  C7 1.400, C11 1.390, H35 1.094
13 C 0.411 -0.535 0.752  C6 1.502, C14 1.398, C19 1.401
14 C -0.435 -0.475 -0.359  C13 1.398, C15 1.394, H36 1.087
15 C 0.047 -0.719 -1.643  C14 1.394, C16 1.390, H37 1.088
16 C 1.392 -1.038 -1.788  C15 1.390, F17 1.372, C18 1.391
17 F 1.879 -1.307 -3.043  C16 1.372
18 C 2.275 -1.084 -0.714  C16 1.391, C19 1.391, H38 1.088
19 C 1.771 -0.807 0.553  C13 1.401, C18 1.391, H39 1.093
20 O -2.422 -1.773 1.299  B5 1.357, C21 1.454
21 C -3.651 -2.317 1.853  C2 1.595, O20 1.454, C22 1.523, C23 1.516
22 C -3.683 -3.794 1.480  C21 1.523, H40 1.097, H41 1.099, H42 1.098
23 C -4.796 -1.612 1.153  C21 1.516, H43 1.096, H44 1.095, H45 1.096
24 H -4.926 -3.397 4.317  C1 1.098
25 H -3.299 -4.108 4.089  C1 1.096
26 H -3.582 -2.916 5.373  C1 1.098
27 H -5.316 -0.985 3.935  C3 1.098
28 H -3.898 -0.547 4.911  C3 1.098
29 H -4.052 0.068 3.254  C3 1.097
30 H 0.398 -1.463 2.571  C6 1.126
31 H -2.002 1.004 3.365  C8 1.093
32 H -1.713 2.402 5.415  C9 1.092
33 H 0.499 2.466 6.565  C10 1.089
34 H 2.437 1.202 5.603  C11 1.092
35 H 2.141 -0.086 3.503  C12 1.094
36 H -1.480 -0.219 -0.206  C14 1.087
37 H -0.608 -0.679 -2.511  C15 1.088
38 H 3.327 -1.322 -0.856  C18 1.088
39 H 2.432 -0.832 1.423  C19 1.093
40 H -4.655 -4.235 1.734  C22 1.097
41 H -3.545 -3.894 0.394  C22 1.099
42 H -2.889 -4.361 1.982  C22 1.098
43 H -5.760 -1.948 1.550  C23 1.096
44 H -4.737 -0.523 1.249  C23 1.095
45 H -4.775 -1.854 0.083  C23 1.096
46 C -2.073 3.988 2.329  C47 1.474, H59 1.096, H60 1.098, H61 1.098
47 C -0.847 3.424 1.736  C46 1.474, C48 1.386, S58 1.721
48 C -0.703 2.930 0.449  C47 1.386, C49 1.415, H62 1.088
49 C 0.595 2.425 0.201  C48 1.415, C50 1.391, H63 1.085
50 C 1.392 2.359 1.339  C49 1.391, C51 1.457, S58 1.772
51 C 2.841 2.208 1.333  C50 1.457, C52 1.413, C57 1.408
52 C 3.518 1.848 0.147  C51 1.413, C53 1.391, H64 1.089
53 C 4.896 1.656 0.138  C52 1.391, C54 1.401, H65 1.087
54 C 5.633 1.899 1.305  C53 1.401, Cl55 1.715, C56 1.404
55 Cl 7.335 1.693 1.289  C54 1.715
56 C 4.990 2.332 2.475  C54 1.404, C57 1.392, H66 1.087
57 C 3.609 2.503 2.476  C51 1.408, C56 1.392, H67 1.091
58 S 0.661 3.409 2.565  C47 1.721, C50 1.772
59 H -2.893 3.881 1.610  C46 1.096
60 H -2.346 3.473 3.259  C46 1.098
61 H -1.930 5.053 2.552  C46 1.098
62 H -1.521 2.946 -0.270  C48 1.088
63 H 0.919 2.066 -0.770  C49 1.085
64 H 2.950 1.720 -0.774  C52 1.089
65 H 5.400 1.320 -0.765  C53 1.087
66 H 5.576 2.536 3.368  C56 1.087
67 H 3.117 2.867 3.379  C57 1.091

Values from the calculation:
DFT total energy: -62461.680 eV
spin multiplicity: 1
net charge: 0
E_HOMO: -7.6 eV
LUMO: 0.010 hartree
energy relative to the best compared isomer or geometry (same formula, charge and spin): 22.2 kJ/mol